Record 1
{"formula": "C16H40O8", "method": "ωB97M-V with the def2-TZVPD basis set", "homo_lumo_gap_ev": 9.7293, "molar_mass_g_mol": 360.49, "de_lowest_kcal_mol": 81.96, "e_lumo_ev": 0.60, "smiles": "COCCOC.COCCOC.COCCOC.COCCOC", "elements": ["C", "O", "C", "C", "O", "C", "H", "H", "H", "H", "H", "H", "H", "H", "H", "H", "C", "O", "C", "C", "O", "C", "H", "H", "H", "H", "H", "H", "H", "H", "H", "H", "C", "O", "C", "C", "O", "C", "H", "H", "H", "H", "H", "H", "H", "H", "H", "H", "C", "O", "C", "C", "O", "C", "H", "H", "H", "H", "H", "H", "H", "H", "H", "H"], "positions_angstrom": [[-6.3063, -7.6759, -2.9452], [-5.1719, -8.2226, -2.2967], [-4.7604, -7.5019, -1.1625], [-5.4570, -7.9085, 0.1058], [-6.7917, -7.4191, 0.1184], [-7.3814, -7.4587, 1.3971], [-7.1715, -7.5941, -2.2807], [-6.5804, -8.3939, -3.7181], [-6.0925, -6.6938, -3.3793], [-4.8321, -6.4207, -1.3317], [-3.6928, -7.7048, -1.0270], [-4.9100, -7.4773, 0.9630], [-5.4634, -8.9975, 0.2293], [-6.8031, -6.8530, 2.1058], [-7.4524, -8.4861, 1.7699], [-8.3726, -7.0268, 1.2856], [-13.3510, -2.7103, -9.9861], [-12.4969, -3.0153, -8.9324], [-13.1212, -3.8193, -7.9455], [-12.1047, -4.1127, -6.8709], [-11.7284, -2.9375, -6.2235], [-11.1024, -3.1743, -4.9862], [-14.2874, -2.2422, -9.6428], [-13.6246, -3.5883, -10.5855], [-12.8533, -1.9766, -10.6213], [-13.4667, -4.7648, -8.3818], [-13.9622, -3.2536, -7.5244], [-11.2426, -4.6180, -7.3389], [-12.4871, -4.8517, -6.1494], [-10.2797, -3.8936, -5.0371], [-11.8269, -3.5255, -4.2338], [-10.7321, -2.2186, -4.6155], [-1.4758, -3.1955, -9.9889], [-2.5598, -2.3010, -9.9332], [-3.8145, -2.8757, -10.2479], [-4.2368, -4.0070, -9.3423], [-3.7336, -5.2360, -9.8639], [-3.9695, -6.3258, -9.0077], [-1.2879, -3.6798, -9.0233], [-0.5802, -2.6278, -10.2545], [-1.6195, -3.9761, -10.7395], [-3.7992, -3.2145, -11.2919], [-4.5444, -2.0681, -10.1710], [-5.3282, -4.0942, -9.3109], [-3.8912, -3.8166, -8.3209], [-3.1475, -7.0395, -9.1176], [-4.8956, -6.8612, -9.2503], [-4.0081, -6.0098, -7.9608], [-6.0989, -3.0275, -6.1900], [-5.9167, -4.3474, -6.6441], [-7.0133, -5.2092, -6.5036], [-8.2230, -4.7539, -7.3245], [-7.8038, -4.2932, -8.5729], [-8.8210, -4.3537, -9.5390], [-5.1094, -2.5934, -6.0899], [-6.6452, -2.9998, -5.2354], [-6.6963, -2.4383, -6.8984], [-7.2621, -5.2517, -5.4343], [-6.6770, -6.1859, -6.8495], [-8.7389, -3.9562, -6.7674], [-8.9060, -5.6089, -7.4257], [-9.2609, -5.3606, -9.5936], [-8.4147, -4.1036, -10.5158], [-9.6425, -3.6562, -9.3195]], "mulliken_charge": [-0.535, -0.381, -0.599, -0.446, -0.264, -0.727, 0.291, 0.274, 0.175, 0.324, 0.351, 0.392, 0.328, 0.292, 0.295, 0.227, -0.818, -0.214, -0.697, -0.068, -0.309, -0.781, 0.316, 0.325, 0.238, 0.375, 0.360, -0.034, 0.448, 0.291, 0.342, 0.260, -0.589, -0.423, -0.707, 0.297, -0.417, -0.615, 0.194, 0.258, 0.274, 0.367, 0.333, 0.050, 0.262, 0.301, 0.224, 0.214, -0.790, -0.215, -0.453, -0.426, -0.214, -0.880, 0.290, 0.338, 0.223, 0.151, 0.290, 0.252, 0.451, 0.351, 0.273, 0.307]}

=====

Record 2
{"formula": "C10H14Cl12NO", "method": "ωB97M-V with the def2-TZVPD basis set", "homo_lumo_gap_ev": 8.2099, "molar_mass_g_mol": 589.66, "total_charge": 1, "e_lumo_ev": -4.47, "elements": ["O", "C", "C", "N", "C", "C", "C", "C", "H", "H", "H", "H", "H", "H", "H", "H", "H", "H", "C", "Cl", "Cl", "Cl", "H", "C", "Cl", "Cl", "Cl", "H", "C", "Cl", "Cl", "Cl", "H", "C", "Cl", "Cl", "Cl", "H"], "positions_angstrom": [[3.4420, 0.4523, 0.6332], [2.9835, 0.4413, -0.6320], [2.1822, 1.7734, -1.2492], [0.6941, 1.4931, -0.9509], [-0.0076, 2.1226, 0.0510], [-1.5096, 1.4020, -0.0539], [-1.5100, 0.3457, -1.3367], [0.0603, 0.4209, -1.8192], [3.0693, -0.4933, -1.3373], [2.5154, 2.7807, -0.7029], [2.3967, 1.9441, -2.3879], [0.3626, 2.9495, 0.8239], [-1.5193, 0.7518, 0.9365], [-2.4335, 2.1262, 0.0636], [-2.3413, 0.6119, -2.1434], [-1.5762, -0.7247, -0.8478], [0.6499, -0.6066, -1.9642], [0.0768, 0.8607, -2.9281], [-1.8170, -4.1956, -0.3475], [-1.6876, -3.2352, -1.8308], [-0.2941, -5.0391, -0.0176], [-2.2675, -3.1663, 1.0227], [-2.6013, -4.9435, -0.4888], [4.2147, 1.3557, -5.3178], [3.5942, 0.0079, -4.3493], [3.5848, 1.2749, -6.9719], [3.7959, 2.9054, -4.5675], [5.3040, 1.2767, -5.3598], [-1.2955, -3.5018, 5.1293], [-2.9710, -3.9667, 5.4700], [-0.2181, -4.0714, 6.4155], [-0.7803, -4.1393, 3.5583], [-1.2415, -2.4109, 5.0928], [-2.5623, 2.6873, 3.7874], [-1.6204, 1.1866, 3.7731], [-1.9199, 3.8363, 2.6014], [-4.2721, 2.3516, 3.4655], [-2.4805, 3.1357, 4.7807]], "mulliken_charge": [-0.449, 0.194, -0.042, 0.093, 0.106, -0.525, 0.206, -0.483, 0.222, 0.355, -0.173, 0.313, 0.125, 0.349, 0.336, -0.246, 0.298, 0.259, 0.018, -0.127, -0.109, -0.086, 0.323, 0.039, -0.106, -0.092, -0.140, 0.317, 0.190, -0.116, -0.114, -0.075, 0.113, -0.019, -0.096, -0.127, -0.102, 0.371]}

=====

Copy entry 2 word for word.
{"formula": "C10H14Cl12NO", "method": "ωB97M-V with the def2-TZVPD basis set", "homo_lumo_gap_ev": 8.2099, "molar_mass_g_mol": 589.66, "total_charge": 1, "e_lumo_ev": -4.47, "elements": ["O", "C", "C", "N", "C", "C", "C", "C", "H", "H", "H", "H", "H", "H", "H", "H", "H", "H", "C", "Cl", "Cl", "Cl", "H", "C", "Cl", "Cl", "Cl", "H", "C", "Cl", "Cl", "Cl", "H", "C", "Cl", "Cl", "Cl", "H"], "positions_angstrom": [[3.4420, 0.4523, 0.6332], [2.9835, 0.4413, -0.6320], [2.1822, 1.7734, -1.2492], [0.6941, 1.4931, -0.9509], [-0.0076, 2.1226, 0.0510], [-1.5096, 1.4020, -0.0539], [-1.5100, 0.3457, -1.3367], [0.0603, 0.4209, -1.8192], [3.0693, -0.4933, -1.3373], [2.5154, 2.7807, -0.7029], [2.3967, 1.9441, -2.3879], [0.3626, 2.9495, 0.8239], [-1.5193, 0.7518, 0.9365], [-2.4335, 2.1262, 0.0636], [-2.3413, 0.6119, -2.1434], [-1.5762, -0.7247, -0.8478], [0.6499, -0.6066, -1.9642], [0.0768, 0.8607, -2.9281], [-1.8170, -4.1956, -0.3475], [-1.6876, -3.2352, -1.8308], [-0.2941, -5.0391, -0.0176], [-2.2675, -3.1663, 1.0227], [-2.6013, -4.9435, -0.4888], [4.2147, 1.3557, -5.3178], [3.5942, 0.0079, -4.3493], [3.5848, 1.2749, -6.9719], [3.7959, 2.9054, -4.5675], [5.3040, 1.2767, -5.3598], [-1.2955, -3.5018, 5.1293], [-2.9710, -3.9667, 5.4700], [-0.2181, -4.0714, 6.4155], [-0.7803, -4.1393, 3.5583], [-1.2415, -2.4109, 5.0928], [-2.5623, 2.6873, 3.7874], [-1.6204, 1.1866, 3.7731], [-1.9199, 3.8363, 2.6014], [-4.2721, 2.3516, 3.4655], [-2.4805, 3.1357, 4.7807]], "mulliken_charge": [-0.449, 0.194, -0.042, 0.093, 0.106, -0.525, 0.206, -0.483, 0.222, 0.355, -0.173, 0.313, 0.125, 0.349, 0.336, -0.246, 0.298, 0.259, 0.018, -0.127, -0.109, -0.086, 0.323, 0.039, -0.106, -0.092, -0.140, 0.317, 0.190, -0.116, -0.114, -0.075, 0.113, -0.019, -0.096, -0.127, -0.102, 0.371]}